No. 1
This record from the Open Molecules 2025 dataset describes a structure of composition C23H27AlClIO2P2. The level of theory is ωB97M-V/def2-TZVPD.

Geometry as XYZ:
```
57
Properties=species:S:1:pos:R:3:forces:R:3
C -0.454 -3.125 -3.665 0.2 0.3 -0.3
I 1.059 -2.184 -2.308 -0.8 -1.1 -0.9
H -1.457 -2.821 -3.320 0.7 -0.2 0.0
H -0.298 -4.212 -3.708 0.1 0.5 0.4
H -0.173 -2.657 -4.614 -0.3 -0.2 0.2
Al -0.549 -0.196 -1.854 -0.4 0.9 1.3
P -0.126 1.398 -3.650 -0.8 0.6 -0.7
C 1.455 1.840 -4.437 0.5 -0.1 0.1
C -1.179 0.906 -5.067 0.0 -0.2 0.1
H -1.765 2.826 -2.532 0.2 -0.1 -0.1
H -1.108 3.617 -3.972 0.1 -0.2 0.0
H -0.138 3.539 -2.493 -0.1 -0.1 0.0
C -0.850 2.986 -3.114 -0.1 0.1 0.2
H -2.192 0.654 -4.740 0.2 0.1 0.0
H -1.234 1.733 -5.783 0.1 -0.1 0.1
H 1.295 2.500 -5.300 -0.2 -0.2 0.2
H 1.970 0.937 -4.794 -0.1 0.2 0.1
H -0.753 0.038 -5.581 0.0 0.1 0.1
H 2.120 2.363 -3.734 -0.3 -0.2 -0.3
C 2.393 0.781 -1.921 3.3 -0.5 1.7
O 3.456 0.642 -1.512 -2.9 0.4 -1.1
Cl -2.681 -0.345 -2.012 0.9 -0.2 0.0
O -0.039 0.110 -0.149 -0.2 0.0 -1.4
P -0.003 -0.212 1.377 -0.1 0.1 0.2
C -1.477 -1.160 1.788 -0.5 0.1 -0.3
C -2.504 -0.539 2.524 0.2 -0.1 0.2
C -3.702 -1.207 2.780 0.0 -0.2 -0.3
C -3.928 -2.467 2.204 0.2 0.3 0.2
C -2.939 -3.062 1.419 0.3 0.1 -0.1
C -1.725 -2.412 1.203 0.0 0.0 0.2
C 1.577 -1.020 1.700 0.4 0.1 0.4
C 1.902 -2.205 1.035 -0.1 0.0 -0.2
C 3.189 -2.734 1.095 -0.4 0.0 0.3
C 4.110 -2.197 2.002 0.0 0.4 -0.1
C 3.791 -1.037 2.733 -0.3 -0.4 -0.2
C 2.544 -0.429 2.539 0.0 -0.1 0.1
C -0.031 1.304 2.304 -0.1 0.2 0.7
C -0.032 1.154 3.710 0.1 0.1 -0.1
C -0.019 2.271 4.542 0.0 0.1 -0.4
C -0.012 3.552 3.971 0.0 -0.1 -0.4
C -0.036 3.704 2.578 0.0 -0.1 -0.2
C -0.051 2.582 1.732 0.1 -0.1 0.4
H -2.347 0.469 2.908 -0.1 -0.3 0.0
H -4.452 -0.738 3.425 0.2 -0.2 -0.4
H -4.873 -2.984 2.365 0.2 0.1 0.0
H -3.077 -4.047 0.975 -0.2 0.3 0.1
H -0.971 -2.890 0.579 -0.1 0.0 0.2
H 1.120 -2.721 0.478 0.4 0.1 0.1
H 3.412 -3.599 0.468 0.1 0.1 0.4
H 5.084 -2.675 2.126 -0.3 0.2 0.0
H 4.499 -0.630 3.469 -0.4 -0.2 -0.5
H 2.300 0.483 3.086 0.2 -0.3 -0.2
H -0.031 0.150 4.149 0.0 0.4 -0.1
H 0.002 2.144 5.624 0.0 0.1 -0.3
H 0.020 4.441 4.605 0.0 -0.3 -0.2
H -0.029 4.704 2.122 0.0 -0.5 0.3
H -0.066 2.680 0.644 0.0 0.1 0.4
```
Positions in Å, forces in eV/Å.

Values from the calculation:
2S+1   1
Frontier orbital gap   8.09 eV
Net charge   +2
Strongest force on any atom   3.73 eV/Å
HOMO energy   -0.537 Ha

=====

No. 2
This record from the Open Molecules 2025 dataset describes the molecule C4H6N2. The level of theory is ωB97M-V/def2-TZVPD.

Geometry as XYZ:
```
12
Properties=species:S:1:pos:R:3:forces:R:3
C -1.889 -0.096 0.025 1.3 3.5 -0.6
C -0.568 -0.088 -0.030 2.9 1.1 -0.9
C 0.404 1.267 -0.021 -2.3 -4.6 5.2
N 1.770 0.666 0.009 -0.4 5.8 -0.3
C 1.734 -0.543 -0.014 -2.6 -3.7 0.9
N 0.448 -1.165 0.156 -0.9 -2.7 -3.1
H -2.568 0.777 -0.104 1.2 -0.3 0.2
H -2.375 -0.940 -0.083 -2.4 -4.4 0.1
H -0.180 1.437 1.129 2.9 0.6 -2.7
H 0.246 2.118 -0.619 -0.2 0.6 -1.0
H 2.571 -1.196 0.027 0.7 -0.4 -0.2
H 0.406 -2.236 -0.475 -0.3 4.5 2.5
```
Positions in Å, forces in eV/Å.

Values from the calculation:
Energy relative to the best compared isomer or geometry (same formula, charge and spin)   3.8259 eV
2S+1   1
Frontier orbital gap   9.29 eV
SMILES   C=C1CN=CN1
Strongest force on any atom   7.30 eV/Å
HOMO energy   -0.312 Ha

=====

No. 3
This record from the Open Molecules 2025 dataset describes a cluster of 4 separate species, C26H39BF24O7P in total. The level of theory is ωB97M-V/def2-TZVPD.

Geometry as XYZ:
```
98
Properties=species:S:1:pos:R:3:forces:R:3
C 5.544 -0.657 0.041 0.2 0.4 0.5
C 5.394 0.673 0.802 0.1 -0.5 -0.8
C 5.947 1.870 0.004 0.2 0.2 0.3
O 5.050 2.928 -0.174 0.0 -0.1 0.1
C 3.944 2.628 -1.038 -0.8 0.4 0.0
B 2.657 3.674 -0.828 0.5 0.0 0.3
C 2.604 4.303 0.693 0.1 0.0 -0.4
C 2.516 3.267 1.812 -0.1 0.2 -0.1
C 1.579 2.093 1.518 0.1 -0.4 0.7
P -0.148 2.497 1.315 0.3 0.6 -0.1
O -0.569 3.889 1.151 -0.2 0.4 0.0
O -0.833 1.879 2.662 -0.2 -0.8 -0.5
C -2.006 1.061 2.510 0.2 0.1 0.4
C -1.679 -0.389 2.157 -0.1 0.2 -0.2
O -0.629 1.567 0.096 -0.4 -0.1 0.4
C -1.578 2.131 -0.824 -0.2 -0.4 -0.5
C -2.268 0.983 -1.550 0.5 -0.2 0.3
H 4.773 -0.738 -0.719 0.0 -0.1 -0.2
H 5.477 -1.497 0.732 -0.2 -0.2 -0.1
H 6.524 -0.705 -0.432 0.1 -0.1 -0.1
H 5.920 0.584 1.749 -0.2 0.1 0.2
H 4.331 0.829 0.962 0.0 0.2 0.4
H 6.785 2.288 0.570 0.1 0.1 -0.1
H 6.362 1.528 -0.954 -0.1 -0.1 -0.2
H 4.278 2.696 -2.080 0.2 -0.2 -0.1
H 3.612 1.593 -0.879 0.1 -0.2 0.1
H 1.607 3.038 -1.015 0.0 0.0 -0.3
H 2.754 4.585 -1.653 -0.1 0.0 0.0
H 1.769 5.000 0.741 -0.2 0.0 0.1
H 3.499 4.903 0.883 0.1 0.0 0.0
H 2.214 3.706 2.770 0.0 0.1 0.1
H 3.506 2.836 1.959 0.1 -0.1 0.1
H 1.904 1.512 0.660 0.0 0.2 -0.3
H 1.613 1.409 2.372 0.0 0.1 0.0
H -2.506 1.102 3.475 -0.1 0.1 0.1
H -2.671 1.508 1.773 -0.1 0.0 -0.1
H -2.250 -1.088 2.764 -0.1 -0.1 0.1
H -0.620 -0.572 2.314 0.1 -0.1 0.0
H -1.889 -0.579 1.109 0.1 -0.1 0.0
H -1.035 2.752 -1.531 0.1 0.2 0.1
H -2.315 2.733 -0.302 0.1 0.3 0.1
H -2.528 1.252 -2.569 -0.2 0.1 0.0
H -1.565 0.153 -1.595 0.0 0.0 -0.2
H -3.143 0.624 -1.011 -0.2 0.0 0.0
C 0.375 -4.655 -2.015 -0.5 -0.2 0.1
C 1.736 -5.209 -2.468 0.0 0.4 -0.1
C 2.749 -5.596 -1.385 0.0 -0.1 0.0
F 3.119 -4.533 -0.654 0.0 0.0 -0.1
F 3.850 -6.100 -1.995 0.0 0.0 0.0
F 2.308 -4.371 -3.354 0.0 -0.1 0.0
F 1.459 -6.380 -3.122 0.0 -0.1 0.0
O 0.187 -3.256 -2.032 0.6 0.1 0.0
C 0.527 -2.469 -0.958 -0.3 -0.2 0.0
C 1.596 -1.427 -1.296 -0.1 0.2 0.0
F 2.725 -2.022 -1.728 0.0 -0.1 0.1
F 1.853 -0.760 -0.152 0.2 0.0 0.0
F 0.891 -3.194 0.116 0.0 -0.1 -0.1
F -0.581 -1.774 -0.609 0.0 -0.1 0.0
H -0.326 -5.021 -2.764 0.0 0.0 0.0
H 0.071 -5.089 -1.062 0.2 0.0 0.1
H 2.332 -6.365 -0.728 0.0 0.0 0.0
H 1.234 -0.737 -2.061 0.0 0.1 0.1
C -6.826 3.472 -4.453 0.3 0.5 0.1
C -8.247 2.889 -4.489 0.2 -0.2 -0.3
C -8.735 2.114 -3.262 -0.1 0.1 0.1
F -7.992 1.012 -3.047 0.0 0.0 0.0
F -10.014 1.724 -3.484 0.1 0.0 0.0
F -8.415 2.140 -5.600 0.0 0.0 0.1
F -9.089 3.961 -4.581 0.0 0.1 0.1
O -5.798 2.756 -5.108 -0.4 -0.6 -0.2
C -5.079 1.766 -4.481 -0.1 0.8 0.3
C -5.257 0.413 -5.175 0.1 -0.1 0.0
F -6.555 0.051 -5.178 0.0 0.0 0.0
F -4.552 -0.518 -4.496 0.0 0.0 0.0
F -5.370 1.704 -3.166 0.0 -0.2 -0.1
F -3.777 2.106 -4.582 0.1 -0.2 -0.1
H -6.899 4.397 -5.022 0.0 0.0 0.0
H -6.537 3.751 -3.440 -0.1 -0.2 0.1
H -8.712 2.749 -2.373 0.0 0.0 0.0
H -4.895 0.472 -6.204 0.0 0.0 0.0
C 0.715 -1.343 5.405 -0.5 0.3 0.1
C 2.105 -0.932 4.892 0.0 -0.3 0.2
C 2.355 -1.028 3.386 0.0 0.2 -0.2
F 2.259 -2.309 2.965 0.0 -0.1 0.1
F 3.603 -0.590 3.125 0.0 -0.1 0.1
F 3.064 -1.603 5.570 0.0 0.0 0.0
F 2.230 0.390 5.196 0.0 0.0 0.0
O 0.563 -2.644 5.956 0.5 -0.3 -0.2
C 0.256 -3.735 5.192 -0.1 0.4 0.1
C 1.354 -4.804 5.268 0.0 -0.1 0.0
F 2.525 -4.324 4.820 0.0 0.0 -0.1
F 0.991 -5.852 4.488 0.0 0.0 0.0
F -0.038 -3.415 3.919 0.1 0.0 0.1
F -0.853 -4.305 5.732 -0.1 0.0 -0.1
H 0.533 -0.683 6.251 0.0 0.0 0.0
H -0.058 -1.128 4.667 0.1 -0.1 -0.2
H 1.642 -0.405 2.839 0.0 -0.1 0.0
H 1.472 -5.142 6.300 0.0 0.0 0.0
```
Positions in Å, forces in eV/Å.

Values from the calculation:
2S+1   1
Frontier orbital gap   6.71 eV
Net charge   -1
Strongest force on any atom   1.00 eV/Å
HOMO energy   -0.176 Ha

=====

No. 4
This record from the Open Molecules 2025 dataset describes a structure of composition C17H35N4O10. The level of theory is ωB97M-V/def2-TZVPD.

Geometry as XYZ:
```
66
Properties=species:S:1:pos:R:3:forces:R:3
N 5.110 -2.022 -2.032 -3.0 -4.5 -5.8
H 5.597 -2.115 -2.913 1.1 -0.2 0.4
H 5.427 -1.325 -1.566 3.4 5.5 3.8
C 3.791 -1.502 -2.531 1.6 0.7 2.2
H 3.483 -2.046 -3.390 -0.9 -1.1 -0.2
C 2.988 -1.545 -1.249 -2.4 -0.1 -1.4
H 3.464 -0.923 -0.339 -1.3 -1.2 -2.3
C 2.705 -3.015 -0.900 4.3 5.8 10.8
O 3.913 -3.597 -0.380 -3.8 -1.8 2.2
H 4.597 -3.255 -0.878 2.8 1.2 -2.1
C 1.655 -3.169 0.361 1.9 10.3 -2.1
O 1.445 -4.338 0.791 -5.7 -3.2 1.0
H 2.294 -4.545 0.859 6.1 -3.6 1.3
C 0.331 -2.431 -0.082 3.3 -1.2 -5.3
N -0.500 -2.172 0.937 2.2 -2.5 11.7
H -0.456 -3.159 1.641 -0.7 3.4 -2.4
H -0.028 -1.359 1.755 -1.2 -2.8 -3.4
H -1.418 -1.876 0.888 -3.0 0.6 -1.0
H -0.232 -3.050 -0.895 1.1 1.0 1.4
C 0.688 -1.054 -0.623 -1.1 1.4 -5.3
O 1.675 -1.039 -1.815 -0.6 -0.4 5.0
O 1.107 -0.323 0.472 -1.3 3.1 -1.8
C 0.753 1.127 0.212 2.3 1.5 3.1
C 2.011 1.928 0.919 -2.6 5.1 -17.0
N 3.084 1.567 -0.185 2.8 -4.1 14.5
H 3.902 2.139 0.494 -1.7 -2.7 -2.6
H 3.219 2.091 -0.869 -0.3 6.6 -7.9
H 1.974 1.628 1.766 1.4 -4.0 10.6
C 1.733 3.510 0.798 -4.6 -1.5 -3.8
H 2.452 4.144 1.225 0.9 0.7 0.7
C 0.263 3.787 1.368 2.5 2.0 2.3
N -0.033 5.298 1.308 -0.3 -3.6 4.9
H 0.519 5.801 2.011 -0.4 -0.4 -0.5
H 0.017 5.742 0.484 0.4 1.5 -3.9
H 0.484 3.600 2.491 -1.2 0.2 -1.3
C -0.967 2.914 0.824 8.4 0.2 8.5
O -2.061 3.375 1.362 -5.7 2.1 6.0
H -1.973 4.188 2.029 0.4 -2.5 -2.2
C -0.539 1.527 0.864 1.6 -1.4 4.8
H -0.443 1.081 1.964 0.2 1.5 -1.1
O -1.545 0.880 0.370 -3.2 -4.5 -4.0
C -2.596 0.349 1.097 -2.8 6.9 -6.4
O -2.801 -0.881 0.895 -0.7 -4.5 -0.4
C -3.744 -1.131 -0.098 -5.1 -4.5 -2.9
C -3.142 -2.250 -1.248 -0.7 8.5 3.3
H -2.495 -1.507 -1.638 1.7 -0.2 -1.4
H -3.959 -2.353 -1.813 -2.9 -1.5 -2.5
O -2.631 -3.092 -0.428 -0.5 -9.5 2.3
H -3.354 -3.926 -0.336 3.2 3.2 -0.1
H -4.609 -1.854 0.378 1.8 2.1 -0.7
C -4.402 0.075 -0.838 -0.2 1.5 7.8
O -5.751 0.077 -1.129 -2.0 0.3 1.7
H -6.383 0.414 -0.349 2.6 -1.1 -2.1
H -3.826 0.339 -1.607 1.8 0.9 -3.6
C -3.994 1.250 0.388 1.2 -7.0 -1.5
O -5.059 1.208 1.347 2.4 4.1 -0.9
H -4.777 2.145 1.646 -1.8 -1.8 0.6
H -3.595 2.056 -0.194 -0.5 1.5 0.8
H -2.672 0.763 1.960 0.3 1.6 6.5
H -1.063 3.388 0.072 0.1 3.9 -12.1
H 1.521 3.952 -0.412 1.3 -1.8 3.1
H 0.688 1.464 -0.795 0.5 -0.7 -1.3
H -0.270 -0.546 -1.276 2.3 -1.4 2.4
H 2.288 -2.385 1.246 -2.0 -2.0 -2.1
H 2.328 -3.545 -1.524 -4.2 -6.0 -8.6
H 3.819 -0.474 -2.890 0.3 0.3 0.1
```
Positions in Å, forces in eV/Å.

Values from the calculation:
Energy relative to the best compared isomer or geometry (same formula, charge and spin)   21.3851 eV
2S+1   1
Frontier orbital gap   8.79 eV
Net charge   +1
Strongest force on any atom   17.90 eV/Å
HOMO energy   -0.416 Ha

=====

No. 5
This record from the Open Molecules 2025 dataset describes a structure of composition C42H52FeN2O6Si2Te. The level of theory is ωB97M-V/def2-TZVPD.

Geometry as XYZ:
```
106
Properties=species:S:1:pos:R:3:forces:R:3
Fe 0.306 0.882 0.010 0.4 -0.5 0.0
C 3.909 6.213 2.819 0.0 0.2 -0.1
O 3.489 5.539 3.983 0.0 -0.1 0.0
C 2.681 4.449 3.787 -0.1 -0.1 0.1
C 2.531 3.597 4.894 0.0 0.0 0.2
C 1.817 2.435 4.742 0.1 0.0 -0.1
C 1.238 2.057 3.520 0.1 0.3 -0.2
C 0.657 0.749 3.303 -0.2 -0.1 0.1
C 0.190 -0.113 4.453 0.2 0.0 0.1
O 0.490 0.277 2.182 0.2 -0.3 -0.3
C 1.299 2.977 2.412 -0.1 -0.1 0.3
O 0.687 2.782 1.315 0.3 -0.3 -0.6
C 2.055 4.173 2.602 0.0 0.1 -0.2
H 4.707 6.890 3.122 0.0 0.0 0.0
H 3.100 6.799 2.370 0.0 0.0 0.0
H 4.292 5.519 2.066 0.0 0.0 0.0
H 3.000 3.856 5.834 0.0 0.0 0.0
H 1.751 1.775 5.597 0.0 0.0 0.0
H 0.626 0.154 5.413 0.0 0.0 0.0
H 0.413 -1.152 4.215 0.0 0.0 0.0
H -0.896 -0.011 4.516 0.0 0.1 -0.1
H 2.143 4.831 1.749 -0.1 0.0 0.0
C 5.313 -1.268 -0.878 -0.2 0.2 0.0
Si 3.406 -1.101 -0.658 0.3 -0.2 0.3
C 2.719 -2.642 -1.522 -0.1 0.3 0.0
C 3.159 -1.387 1.196 0.1 0.0 -0.1
C 2.712 0.560 -1.151 -0.6 0.1 0.6
C 2.072 0.701 -2.437 0.0 0.1 -0.2
C 2.439 -0.069 -3.576 0.1 0.1 0.0
C 1.828 0.116 -4.789 -0.1 0.1 0.0
C 0.823 1.081 -4.915 0.1 0.0 0.0
C 0.507 1.800 -3.784 0.1 0.2 -0.3
N 1.088 1.635 -2.595 0.5 -0.3 -0.2
Si 3.663 2.051 -0.624 0.7 0.1 -0.4
C 5.196 2.151 -1.788 -0.1 0.0 0.1
C 2.871 3.760 -0.854 -0.1 -0.3 0.1
C 4.426 1.934 1.108 -0.3 -0.2 -0.1
H 5.643 -2.247 -0.517 -0.1 0.0 0.0
H 5.847 -0.505 -0.305 0.0 0.0 0.0
H 5.626 -1.177 -1.923 0.0 0.0 0.0
H 3.345 -3.509 -1.292 0.1 0.1 0.1
H 2.655 -2.552 -2.608 0.0 -0.1 0.0
H 1.711 -2.844 -1.156 0.0 0.0 0.0
H 3.231 -2.449 1.446 0.1 0.0 -0.1
H 2.163 -1.052 1.472 -0.1 0.0 0.1
H 3.883 -0.840 1.807 0.0 0.0 0.0
H 3.259 -0.766 -3.479 0.0 0.0 0.0
H 2.132 -0.463 -5.654 0.0 0.0 0.0
H 0.315 1.257 -5.853 0.0 0.0 0.0
H -0.275 2.556 -3.825 0.0 0.0 0.1
H 4.862 2.239 -2.827 0.0 0.0 0.0
H 5.778 1.229 -1.713 0.0 0.1 0.0
H 5.866 2.992 -1.579 -0.1 0.0 0.0
H 2.564 3.899 -1.892 0.0 0.0 0.0
H 3.568 4.565 -0.597 0.1 -0.1 0.0
H 1.988 3.850 -0.223 0.0 0.1 -0.1
H 5.208 1.169 1.124 0.0 0.0 0.0
H 3.682 1.672 1.862 0.0 0.0 0.0
H 4.882 2.879 1.411 0.0 0.1 -0.1
O -0.454 3.193 -1.078 0.1 0.2 0.0
H -0.095 3.499 -0.227 -0.2 0.0 0.0
H 0.320 2.881 -1.590 -0.1 0.0 0.0
C -3.714 -6.354 2.499 0.0 0.1 -0.1
C -3.470 -4.997 1.884 0.0 0.1 0.1
C -3.201 -3.916 2.718 0.0 -0.1 0.0
C -2.929 -2.666 2.180 0.0 0.0 0.0
C -2.963 -2.471 0.816 0.0 -0.2 -0.1
C -3.270 -3.534 -0.032 0.0 0.0 0.3
N -3.402 -3.355 -1.402 0.0 -0.1 -0.2
C -3.090 -2.213 -2.151 0.0 0.0 0.1
C -4.007 -1.808 -3.124 0.0 -0.1 0.0
C -3.754 -0.718 -3.937 0.0 0.0 0.0
C -2.591 0.015 -3.761 0.0 0.1 -0.1
C -1.683 -0.377 -2.792 -0.1 -0.1 0.1
C -1.893 -1.502 -2.000 0.2 0.0 0.0
C -0.726 -2.002 -1.142 -0.4 -0.1 -0.2
O -0.568 -3.220 -1.056 0.1 0.1 0.0
O 0.034 -1.115 -0.644 0.5 0.9 0.3
C -3.493 -4.815 0.502 0.0 0.0 -0.2
C -3.730 -5.958 -0.452 0.0 0.1 0.1
H -3.785 -6.268 3.583 0.0 0.0 0.0
H -2.895 -7.042 2.272 0.0 -0.1 0.0
H -4.640 -6.805 2.133 0.0 0.0 0.0
H -3.198 -4.061 3.793 0.0 0.0 0.0
H -2.698 -1.829 2.828 0.0 0.1 -0.1
H -2.756 -1.492 0.402 0.0 0.0 0.1
H -4.031 -3.987 -1.864 0.0 0.0 0.0
H -4.929 -2.371 -3.239 0.0 0.0 0.1
H -4.478 -0.436 -4.692 0.0 0.0 0.0
H -2.387 0.878 -4.383 0.0 0.0 0.0
H -0.763 0.174 -2.654 -0.1 -0.1 0.0
H -3.029 -5.884 -1.286 0.0 0.0 0.0
H -4.749 -5.945 -0.860 0.0 0.0 0.0
H -3.581 -6.922 0.031 0.0 0.0 0.0
Te -2.137 1.125 1.069 -1.2 0.1 0.8
C -4.083 0.882 0.227 0.2 0.1 -0.2
C -4.519 1.623 -0.874 0.2 0.1 -0.1
C -5.821 1.533 -1.342 -0.1 0.0 -0.1
C -6.733 0.684 -0.729 0.0 0.0 0.1
C -6.314 -0.076 0.357 -0.1 0.1 -0.1
C -5.013 0.029 0.824 0.1 -0.1 0.2
H -3.818 2.288 -1.365 0.0 0.0 0.0
H -6.132 2.131 -2.193 0.0 0.0 0.0
H -7.755 0.619 -1.086 0.0 0.0 0.0
H -7.009 -0.754 0.842 0.0 0.0 0.0
H -4.708 -0.566 1.678 0.0 0.0 0.0
```
Positions in Å, forces in eV/Å.

Values from the calculation:
Energy relative to the best compared isomer or geometry (same formula, charge and spin)   0.9348 eV
2S+1   5
Frontier orbital gap (alpha / beta)   5.60 / 5.59 eV
Net charge   -2
Strongest force on any atom   1.46 eV/Å
HOMO energy (alpha / beta)   -0.050 / -0.049 Ha